74
Properties=species:S:1:pos:R:3:forces:R:3:mulliken_charge:R:1 method="wB97M-V/def2-TZVPD" total_charge=+1 e_tot_ha=-1931.0307 homo_energy_ha=-0.440 e_lumo_ev=-3.732
C -1.6697 -1.5266 0.6618 0.786 0.964 -0.164 -1.1594
C -0.5465 -0.7509 0.7040 -1.970 -2.099 -0.278 -0.5273
N -0.6174 0.4966 -0.0644 0.588 0.679 0.929 1.2565
C 0.5281 0.6525 -0.9002 -0.541 -0.351 1.324 -1.8717
N 0.3667 0.4001 -2.1706 0.943 -0.485 -0.092 0.8442
C -0.9340 -0.0432 -2.7582 -0.950 0.953 0.518 -0.7775
O -1.2730 -1.3449 -2.3998 0.198 0.416 -1.042 -0.0100
C -2.3354 -1.8197 -3.2615 -1.429 0.012 -0.449 -0.8449
C -3.6834 -2.0655 -2.4665 1.167 -0.278 -0.700 -0.0794
C -3.9175 -3.6119 -2.3028 -0.432 1.024 0.414 -1.1946
C 1.4744 0.5796 -3.1264 0.320 -0.239 -1.389 -1.1802
C 2.0578 -0.7783 -3.6880 -1.746 0.159 -0.584 0.0031
O 3.1784 -0.5675 -4.5081 -0.175 0.372 0.608 -0.5679
C 2.3080 -1.8565 -2.5964 1.742 -1.225 -0.596 0.7155
F 1.2729 -2.6763 -2.3783 0.041 0.834 -0.041 -0.1988
F 3.3231 -2.6436 -3.0351 -0.579 0.447 0.369 -0.2894
F 2.7095 -1.3598 -1.3957 -0.452 0.231 -0.496 -0.2703
N 1.6907 1.1076 -0.2858 -0.814 0.100 -1.465 -0.0016
C 1.4751 2.5462 0.0411 -0.706 0.646 0.722 -0.2795
C 1.1519 3.4451 -1.1945 0.491 0.605 0.378 -0.3659
C 1.0953 4.9805 -0.8451 -0.253 -0.598 -0.282 -0.6363
O 0.9408 5.6936 -2.0898 -0.571 -0.165 0.740 -0.3661
C -0.3745 5.7455 -2.4722 -0.431 0.042 0.318 0.1849
O -0.7169 5.4138 -3.5505 -0.044 -0.228 -1.304 -0.4152
C 0.3395 2.5735 1.1347 0.742 0.361 0.840 1.3405
C 0.9975 2.2769 2.4921 0.754 -0.204 1.722 -0.5620
C 0.8463 1.1104 3.2929 0.058 0.953 -0.960 -0.2501
C 1.5670 0.9922 4.4934 -0.398 -1.864 0.875 -0.3555
N 2.4078 1.8542 5.0858 -1.413 0.388 -2.408 -0.5945
C 2.4871 2.9530 4.3146 1.277 1.731 0.505 -0.3521
C 1.8831 3.2324 3.0821 -0.819 -0.915 -0.528 -0.4748
C -0.8903 1.7065 0.7605 -0.510 1.266 -0.733 -0.6019
F -1.6624 1.3528 1.8477 0.758 0.085 -0.573 -0.3709
H -2.6506 -1.0525 0.4625 0.805 -0.411 -0.690 0.2647
H -1.6686 -2.6156 0.8047 0.113 0.775 0.860 0.2167
H 0.2979 -1.0756 1.3355 0.083 0.369 -1.049 0.8783
H -0.8617 0.1254 -3.8526 0.224 -0.347 0.526 0.6293
H -1.6998 0.6811 -2.3809 0.510 -0.457 -0.170 0.2482
H -2.0005 -2.7364 -3.7962 -0.060 0.508 0.610 0.4712
H -2.5925 -1.0887 -4.0651 0.608 -0.187 0.552 0.3460
H -4.5031 -1.5746 -3.0362 0.436 -0.475 0.433 0.4134
H -3.5793 -1.5136 -1.5133 -0.131 -0.474 -0.383 0.0183
H -4.6831 -3.9166 -3.0456 0.554 -0.153 0.576 0.3096
H -2.9730 -4.1676 -2.4607 -0.611 0.225 0.129 0.3710
H -4.2855 -3.7939 -1.2714 0.094 -0.242 -0.752 0.2979
H 2.2829 1.2490 -2.7865 -0.492 -0.516 0.195 0.1882
H 1.0283 1.0802 -4.0174 0.359 -0.182 0.677 0.6280
H 1.2547 -1.1881 -4.3503 0.349 -0.079 0.835 0.3907
H 2.8763 -0.4656 -5.4221 0.199 -0.102 0.268 0.4217
H 2.5420 0.9248 -0.8113 -0.167 0.119 0.040 0.7718
H 2.4048 2.9290 0.5137 -0.574 -0.376 -0.284 0.8925
H 0.1702 3.2193 -1.6712 0.725 -0.198 0.166 0.0836
H 1.9937 3.3321 -1.9158 -0.765 0.034 0.198 0.2850
H 2.0295 5.3309 -0.3659 -0.651 -0.119 -0.178 0.2575
H 0.1857 5.1867 -0.2393 0.788 -0.002 0.064 0.4292
H -1.1905 6.0834 -1.7790 1.170 0.010 0.434 0.3624
H -0.0082 3.6320 1.1773 0.093 -0.763 0.113 0.5030
H 0.1696 0.3061 2.9724 0.498 0.355 0.440 0.2686
H 1.4264 0.0410 5.0476 0.052 0.622 -0.379 0.3327
H 3.1336 3.7536 4.7300 -0.390 -0.541 -0.309 0.3483
H 2.0894 4.1878 2.5713 -0.069 -0.469 0.462 0.3476
H -1.5646 2.3555 0.1486 0.483 -0.476 0.253 0.2868
C -1.2545 -4.7908 3.4930 -0.024 -0.054 -0.237 -1.3325
C -0.0721 -3.8434 3.6214 -0.407 -0.049 0.567 0.3200
C 0.3519 -3.6823 5.0723 0.230 0.090 0.006 -1.3124
O -0.4229 -2.5644 3.0799 0.271 -0.006 -0.085 -0.3624
H -2.1212 -4.4062 4.0387 0.086 -0.015 0.109 0.3496
H -1.5553 -4.8903 2.4477 0.070 -0.057 0.020 0.3207
H -1.0109 -5.7809 3.8810 -0.039 0.028 -0.003 0.4202
H 0.7668 -4.2211 3.0337 -0.033 0.195 -0.101 0.2586
H -0.4620 -3.2612 5.6701 -0.067 -0.119 -0.039 0.3557
H 1.1945 -2.9925 5.1511 0.023 -0.083 -0.033 0.2869
H 0.6433 -4.6396 5.5074 -0.024 0.042 0.019 0.4177
H -1.1619 -2.2247 3.6002 0.050 -0.036 -0.035 0.2689

***

70
Properties=species:S:1:pos:R:3:forces:R:3:mulliken_charge:R:1 method="wB97M-V/def2-TZVPD" total_charge=+1 e_tot_ha=-1742.9427 homo_energy_ha="-0.401 / -0.401" e_lumo_ev="-4.690 / -4.688"
Tc 0.0000 0.0000 0.0000 -12.688 -2.876 -3.864 0.0805
O 1.5443 0.0000 3.4349 -1.786 0.141 -1.681 -0.5172
C 1.1503 0.0000 2.1460 3.978 -0.575 3.334 0.5687
O -0.0404 0.0000 1.8163 1.206 -0.381 6.920 0.1373
C 2.2837 0.0000 1.1760 0.255 -1.181 1.627 0.2504
C 3.6477 0.0000 1.2353 1.798 -0.883 -0.697 -0.7824
C 4.3298 0.0000 -0.0104 -0.275 -0.333 0.746 -0.5998
C 3.6299 0.0000 -1.2491 0.335 -0.359 0.429 -0.8318
C 2.2608 0.0000 -1.1975 1.522 -0.759 -1.005 0.6487
N 1.7209 0.0000 0.0018 4.766 -2.535 -1.020 -0.6438
C 1.1781 0.0000 -2.2732 3.611 -0.690 -5.523 0.3063
O 1.5622 0.0000 -3.4873 -1.603 0.154 4.133 -0.6820
O -0.0421 0.0000 -1.8326 0.911 -0.361 -3.847 -0.1272
H 0.6782 0.0000 3.8937 0.464 -0.034 0.666 0.4017
H 4.1750 0.0000 2.1781 0.148 -0.017 -0.020 0.5989
H 5.4169 0.0000 -0.0240 -0.231 -0.026 0.071 0.4692
H 4.1412 0.0000 -2.2043 0.066 -0.027 0.093 0.6100
C -5.2184 0.9424 1.8054 -0.141 -0.024 -0.024 -1.4578
C -3.6766 0.9382 1.7974 -0.378 0.199 0.247 1.4625
C -3.1837 2.3910 1.8865 0.247 0.128 -0.298 -1.4063
C -3.1826 0.1840 3.0399 0.248 -0.366 0.024 -1.4705
Sb -2.7050 0.0000 0.0000 -1.209 -0.086 -0.036 1.0862
C -3.3964 -2.1259 -0.0454 -0.145 -0.658 0.014 1.3639
C -4.8611 -2.3066 0.3587 -0.195 0.179 0.093 -1.6204
C -2.4940 -2.8986 0.9351 0.478 0.184 0.169 -1.2875
C -3.1810 -2.7321 -1.4392 0.168 0.183 -0.289 -1.4707
C -3.3972 1.1770 -1.7701 -0.165 0.293 -0.540 1.6147
C -4.8620 1.6112 -1.6877 -0.177 0.034 0.184 -1.6161
C -3.1822 0.3795 -3.0644 0.220 -0.391 -0.061 -1.6144
C -2.4955 2.4235 -1.8455 0.421 0.056 0.264 -1.6949
H -5.5925 1.4271 2.7326 0.307 -0.194 -0.372 0.4656
H -5.6438 -0.0683 1.7822 0.144 0.246 0.003 0.2314
H -5.6449 1.5001 0.9623 0.157 -0.143 0.211 0.2342
H -3.5535 2.8785 2.8148 0.169 -0.345 -0.430 0.4923
H -3.5612 2.9819 1.0315 0.252 -0.150 0.397 0.2107
H -2.0727 2.4282 1.8897 -0.557 0.130 -0.027 0.1752
H -3.5524 0.6674 3.9703 0.150 -0.150 -0.528 0.4560
H -2.0715 0.1662 3.0719 -0.693 -0.065 0.093 0.0379
H -3.5592 -0.8556 3.0370 0.247 0.406 0.108 0.3228
H -4.9995 -2.0337 1.4192 -0.124 -0.005 -0.459 0.2936
H -5.1601 -3.3741 0.2729 0.208 0.535 -0.093 0.4653
H -5.5228 -1.6953 -0.2900 0.182 -0.384 0.481 0.2586
H -2.5928 -2.5165 1.9668 0.033 -0.202 -0.320 0.2273
H -1.4277 -2.7959 0.6377 -0.737 -0.214 0.250 0.1429
H -2.7502 -3.9803 0.9466 0.004 0.597 -0.094 0.4630
H -3.8842 -2.3033 -2.1670 0.327 -0.095 0.115 0.3030
H -3.3841 -3.8254 -1.4268 0.198 0.552 0.190 0.4772
H -2.1363 -2.5724 -1.7812 -0.585 -0.129 0.024 0.2220
H -5.5226 0.7289 -1.5568 0.194 0.613 -0.039 0.2678
H -5.1621 2.1508 -2.6130 0.208 -0.387 0.386 0.4404
H -5.0006 2.3260 -0.8580 -0.133 -0.379 -0.263 0.3329
H -3.8853 -0.4635 -3.1282 0.322 0.171 -0.006 0.3511
H -2.1374 0.0079 -3.1295 -0.675 0.108 -0.108 0.1822
H -3.3862 1.0138 -3.9551 0.170 -0.153 0.557 0.4495
H -2.5942 3.0519 -0.9425 0.105 -0.173 -0.374 0.2423
H -2.7525 3.0509 -2.7266 0.010 -0.426 0.411 0.5660
H -1.4292 2.1211 -1.9315 -0.732 0.256 -0.023 0.2119
O 0.0000 1.8675 0.0000 1.112 4.813 -0.171 -0.4616
N 1.2813 2.2211 -0.3872 0.219 3.158 -1.760 0.5979
C 1.5432 2.4886 -1.7104 1.345 0.802 1.685 0.3044
C 2.8902 2.8573 -2.0980 -2.661 -0.302 -0.062 -1.0432
C 3.8583 2.9319 -1.1634 0.259 -0.046 2.496 -0.4127
C 3.5482 2.6422 0.2309 0.796 1.041 -2.573 -0.9233
C 2.2873 2.3028 0.5575 -1.647 1.199 0.186 -0.1765
H 0.7211 2.4103 -2.4082 -0.023 0.069 0.156 0.5091
H 3.0793 3.0643 -3.1417 -0.093 -0.055 0.000 0.4851
H 4.8730 3.2041 -1.4201 -0.021 0.018 -0.042 0.4429
H 4.3267 2.7030 0.9773 -0.122 -0.006 0.033 0.5110
H 1.9820 2.0738 1.5718 -0.073 0.950 -0.381 0.7630
H 0.0000 -1.6682 0.0000 -0.091 -0.652 0.236 0.1047